[1]
Formula: C29H30N2O7SSeSiTa
Source: the OMol25 dataset
Level of theory: wB97M-V/def2-TZVPD

Element x y z (Å)
Ta  0.066368  1.025507  0.202355
O  -1.779126  2.244287  3.874773
C  -1.480838  1.928370  2.651626
O  -0.423018  1.385475  2.327143
C  -2.475000  2.225141  1.598495
C  -3.748893  2.732394  1.732684
C  -4.527059  2.832107  0.579244
C  -4.017683  2.419157  -0.642557
C  -2.717696  1.937226  -0.680217
N  -1.985194  1.861296  0.414316
C  -1.975883  1.442795  -1.897311
O  -2.463625  1.339364  -2.976769
O  -0.703377  1.144690  -1.581368
H  -1.061342  1.977475  4.475859
H  -4.122887  3.027847  2.702621
H  -5.532714  3.224461  0.642132
H  -4.593119  2.463417  -1.556802
C  3.817601  -5.754390  -0.746254
C  3.520812  -4.301569  -0.511494
C  3.504761  -3.395387  -1.570327
C  3.253144  -2.051488  -1.357809
C  3.002548  -1.616718  -0.063921
C  3.023238  -2.491159  1.013220
C  3.279885  -3.829929  0.778250
S  2.713032  0.081967  0.220534
O  3.923413  0.813378  0.301797
O  1.774425  0.193972  1.380144
O  1.785517  0.535871  -0.910768
H  3.669730  -6.026752  -1.789563
H  3.183289  -6.389509  -0.128815
H  4.854949  -5.974202  -0.486825
H  3.690949  -3.748580  -2.576575
H  3.238106  -1.354795  -2.186303
H  2.844683  -2.127681  2.016646
H  3.293435  -4.522821  1.610326
C  -2.071738  -1.996346  4.422305
C  -2.973140  -1.307731  3.622998
C  -2.605572  -0.902209  2.346942
C  -1.329625  -1.182000  1.861165
C  -0.435530  -1.881903  2.659381
C  -0.805677  -2.286847  3.933728
N  -0.895714  -0.727700  0.570098
C  -1.350336  -1.528216  -0.540961
C  -2.655487  -2.012328  -0.624466
C  -3.052972  -2.758533  -1.723889
C  -2.164050  -3.033200  -2.751590
C  -0.861128  -2.569010  -2.662717
C  -0.453783  -1.832912  -1.562103
H  -2.359297  -2.316824  5.414561
H  -3.969479  -1.093645  3.988274
H  -3.318254  -0.376959  1.722679
H  0.548957  -2.098933  2.268946
H  -0.102400  -2.834901  4.547094
H  -3.366658  -1.826723  0.166313
H  -4.069295  -3.126889  -1.772029
H  -2.481645  -3.611432  -3.608407
H  -0.149832  -2.787307  -3.448585
H  0.571802  -1.500382  -1.494597
C  1.052931  6.003400  -1.448902
Si  1.679190  4.246488  -1.430420
C  1.097647  3.348402  -2.952012
C  3.519767  4.164240  -1.200643
Se  0.723410  3.444883  0.557255
H  1.483951  6.538080  -2.299630
H  1.331323  6.537331  -0.539531
H  -0.033195  6.035532  -1.546154
H  1.481515  3.904711  -3.812527
H  0.009927  3.328258  -3.027575
H  1.468001  2.326864  -3.016495
H  4.015842  4.629624  -2.056785
H  3.865026  3.134431  -1.120105
H  3.823087  4.699473  -0.300101

Force components x, y, z for each atom (eV/Å):
0.416 -0.520 0.044
-0.019 0.009 0.011
-0.019 -0.004 -0.030
-0.023 0.041 0.030
0.018 -0.028 -0.029
0.012 -0.001 0.011
-0.015 0.009 -0.005
0.010 0.010 -0.006
-0.016 0.003 0.006
-0.122 -0.034 -0.006
0.045 0.010 -0.028
0.010 0.046 -0.018
-0.071 0.044 -0.043
0.000 0.000 -0.007
-0.003 0.000 -0.002
0.000 -0.001 0.002
-0.001 0.001 0.000
-0.004 -0.005 -0.001
0.002 0.008 0.002
0.005 -0.002 0.009
-0.003 0.004 -0.017
0.016 0.034 0.010
-0.003 0.005 0.010
0.000 -0.004 -0.002
0.019 -0.003 -0.133
0.021 -0.022 -0.009
-0.190 0.277 -0.067
-0.176 0.089 0.015
0.000 0.000 0.000
0.001 0.000 0.000
0.000 0.000 -0.001
0.001 0.003 -0.001
0.000 0.000 0.001
0.004 -0.002 0.000
0.000 -0.001 0.000
-0.014 0.000 0.002
0.001 -0.003 0.006
0.019 0.004 -0.006
-0.009 -0.024 -0.009
-0.004 0.001 0.014
0.012 0.001 -0.007
-0.014 0.035 0.125
0.057 -0.063 0.003
-0.022 0.061 -0.020
-0.006 0.006 0.015
0.003 -0.005 -0.012
0.003 0.005 -0.005
-0.034 -0.024 0.001
-0.001 0.002 0.000
0.000 0.001 0.000
0.003 0.011 0.012
-0.003 0.000 0.001
0.001 0.001 -0.001
0.009 -0.005 -0.002
0.002 -0.002 -0.004
-0.001 0.000 0.001
-0.001 -0.001 0.001
0.006 0.004 0.012
0.053 -0.015 -0.038
-0.066 0.077 0.100
0.020 0.019 0.040
-0.047 0.012 -0.057
0.076 0.064 0.062
-0.003 0.006 0.005
0.001 -0.008 0.005
-0.002 -0.006 0.004
-0.012 -0.029 -0.020
0.016 0.020 -0.028
0.002 -0.041 0.021
0.008 -0.011 0.004
0.035 -0.045 0.025
-0.001 -0.014 0.005

Calculated values
* total charge: +1
* Kohn-Sham gap: 6.554 eV
* HOMO energy: -10.9 eV



[2]
Formula: C2H9N2O2P
Source: the OMol25 dataset
Level of theory: wB97M-V/def2-TZVPD

Element x y z (Å)
C  1.645712  0.577068  0.332208
C  0.146144  0.861045  0.535078
N  -1.837000  -0.289098  -0.149671
N  -0.586508  -0.369054  0.440314
O  -0.239100  -2.645896  -1.676759
O  -1.226274  -0.506749  -2.595180
P  0.135580  -1.121826  -2.434988
H  2.320882  1.361327  -0.013269
H  2.101036  0.047196  1.189638
H  1.627523  -0.206479  -0.427723
H  -0.092504  1.344581  1.509124
H  -0.031397  1.649910  -0.130700
H  -2.369848  0.622788  -0.049762
H  -2.475490  -1.178380  0.018242
H  0.540956  -3.155537  -1.679695
H  -1.694269  -0.508692  -1.400715

Force components x, y, z for each atom (eV/Å):
0.115 -1.552 0.682
0.613 0.198 1.555
-2.233 -1.051 -1.709
0.696 -1.147 -0.954
-1.036 2.751 -1.576
-0.685 -0.024 0.033
0.108 -2.131 2.017
-0.464 0.342 0.268
-0.192 0.505 -0.142
0.282 0.179 -0.206
0.500 -0.243 0.000
-1.122 1.003 -1.751
0.529 -1.368 0.053
1.697 2.516 0.458
1.573 -1.181 0.193
-0.381 1.203 1.080

Calculated values
* Kohn-Sham gap (spin up / spin down): 7.580 / 6.116 eV
* HOMO energy (spin up / spin down): -7.6 / -6.5 eV



Results for energy above the lowest of the compared OMol25 structures with the same formula, charge and spin: 0.0 425.5 (in kJ/mol, following the order of the records).
Results for energy: -4905.4775 -682.8400 (in Eh, following the order of the records).